Record 1
Below is 2 unconnected molecules or ions with the total composition C29H52ClNO5PS, with properties calculated with ωB97M-V with the def2-TZVPD basis set.

CARTESIAN COORDINATES (ANGSTROEM)
H -4.69787 -0.33997 1.77347
H 0.38230 -3.18373 -2.13763
H 2.14272 3.42843 -2.95052
H -3.28830 -0.64866 -3.05695
H 4.38627 3.35064 -1.01431
N -3.45710 0.29401 4.16486
C 2.85607 -0.58435 -1.74194
C -2.03576 -0.07133 3.84714
O 2.72491 -1.20408 -4.01233
H -3.51417 -1.74774 6.14693
C -0.70632 -1.38262 -1.59462
H -0.53094 -1.46957 -3.75132
C 5.39504 -1.10447 -2.28496
H -5.23225 -0.82663 3.80412
C -0.47121 -2.89323 -1.53494
H -5.11434 1.38243 3.58078
C -0.92073 1.00101 3.90230
H -3.17362 2.88909 0.66538
H 5.66827 -0.40222 -1.50327
H -0.20567 1.03155 -3.09130
H 0.44066 -0.56909 0.02073
H -2.88201 -2.26789 -2.56204
H 2.72510 0.13264 0.21810
H 4.50376 2.13701 -2.27375
H 3.31859 3.73928 -4.67357
H -3.74119 -1.78382 3.70480
H -5.25445 -1.94590 5.94336
H -0.22890 0.69215 4.68736
C 3.29416 -2.30324 -3.29446
P 4.25910 -3.45283 -4.39942
C -1.16564 0.54512 -3.24410
H -1.97274 2.14174 -0.38361
H -2.57267 0.77703 6.03707
C -1.14779 -0.95924 -3.00995
C -4.12042 1.21008 3.16434
C 3.21959 0.46783 -0.69482
H -3.76658 1.96530 5.47245
O 5.11895 0.59561 -3.95732
H 3.75515 -4.69883 -3.99760
C 3.80895 2.77141 -1.73665
H -3.60788 2.16692 3.18287
H 0.59745 0.36771 -1.44564
S 4.08911 -3.11155 -6.29286
H -1.80383 2.94606 3.34903
H 3.09603 4.74536 -2.29157
H -4.48324 0.17143 7.37886
C 2.79038 1.92843 -0.93234
C -4.26164 -1.00728 4.25768
C 2.49255 -0.15701 -3.18678
H 5.57071 -3.43195 -3.90010
H 4.10481 -4.33215 0.49926
H -5.60460 0.49614 6.05913
C 0.54006 -0.64835 -1.07045
H -1.89066 1.02968 -2.58663
C -2.60021 -1.47533 -3.24808
H -1.66493 2.24599 1.33146
H -2.76533 -1.76810 -4.28111
H -1.45800 0.73863 -4.27499
O 1.73970 -1.37523 -1.34042
H 2.46087 -2.93015 -2.98455
C -3.11048 0.70728 0.76737
H 1.83145 2.00471 -1.43502
H -2.05934 -0.55836 2.87720
H -1.32882 -3.44222 -1.91763
H -1.50774 -1.14615 -0.88886
C 4.04302 -2.67347 -1.02025
H 4.27964 0.46746 -0.46230
C -4.41521 -1.28473 5.73984
H -1.78471 -0.85448 4.56280
H -2.35265 -0.03932 1.01236
C -2.44876 2.07574 0.59397
H -1.66841 2.68789 5.09466
O 3.92062 3.77372 -3.92722
O 1.99192 0.84355 -3.59615
C -4.60948 0.11720 6.29995
C 5.65436 -0.39174 -3.59574
C 4.09753 -3.50596 -0.17466
H -5.07872 1.28482 1.30513
H -0.34737 0.90338 2.97881
H -0.25221 3.01836 4.12877
C 3.16149 3.74260 -2.72155
H -0.32586 -3.22396 -0.50597
C -3.54284 0.90723 5.56442
C 3.97326 -1.64980 -2.07613
H -3.50791 0.39702 -0.20132
H 2.67654 2.38295 0.05220
Cl 6.96959 -1.08302 -4.57773
C -4.28824 0.67266 1.74676
C -1.20354 2.48823 4.13122
H 6.09261 -1.93372 -2.20951

Computed properties:
HOMO level   -10.23 eV
Molecular weight   593.231 g/mol
Total charge   +1
Electronic energy   -75281.820 eV
LUMO   -2.41 eV

***

Record 2
Below is a single C7H5F2NOS molecule, with properties calculated with ωB97M-V with the def2-TZVPD basis set.

CARTESIAN COORDINATES (ANGSTROEM)
C 0.46942 -0.23217 0.56993
C 1.04540 -0.70466 -0.56113
F -3.10422 -0.37905 0.30912
H 3.20889 1.73995 -0.19481
C -0.92818 -0.41766 1.06221
O -1.31087 -1.76131 1.34631
S 1.42292 1.04133 1.19724
C 2.19487 0.02493 -0.98921
C -1.74864 1.45953 -0.24965
C 2.48961 1.06117 -0.10594
H 2.51669 -0.14116 -1.97328
H 0.62678 -1.53836 -1.06689
N -1.28812 2.50757 -0.29225
H -0.91317 -2.28053 0.57023
C -1.91207 0.04756 -0.12961
H -1.09855 0.23719 1.86518
F -1.67074 -0.66434 -1.35745

Computed properties:
HOMO level   -9.38 eV
Energy relative to the best compared isomer or geometry (same formula, charge and spin)   0.0 kcal/mol
Molecular weight   189.186 g/mol
SMILES   N#CC(F)(F)[C@@H](O)c1cccs1
Total charge   0
Electronic energy   -27145.786 eV
LUMO   0.56 eV